A.
A cluster of 10 separate species, C38H64N4O18 in total, computed with the ωB97M-V functional and the def2-TZVPD basis.

Orbital gap = 0.370 hartree
Structure (SMILES) = C[C@H]1COC(=O)O1.C[C@H]1COC(=O)O1.C[C@H]1COC(=O)O1.C[C@H]1COC(=O)O1.COC(=O)OC.COC(=O)OC.CCCC#N.CCCC#N.CCCC#N.CCCC#N
HOMO level = -10.030 eV
Net charge = 0

Element x y z (Å)
H: 2.00 1.07 3.46
H: 1.94 -0.16 -4.23
C: -3.17 -2.83 2.85
O: -0.25 -1.97 1.89
C: -1.41 2.59 6.33
C: 1.62 3.33 -2.62
O: 2.43 0.99 -0.31
C: 1.42 -2.40 -2.01
C: 3.51 0.88 -5.06
C: -3.00 3.14 -2.67
H: 5.77 -0.99 0.74
H: -1.83 1.59 1.74
O: 0.66 -1.31 -0.06
O: -0.80 2.90 5.10
H: -5.67 -0.91 1.00
H: -5.78 -2.19 2.14
C: -4.42 2.82 -3.30
C: -3.13 1.20 -1.13
H: 2.44 -1.98 -2.01
H: 4.85 -2.35 -0.10
H: -4.60 -2.12 -3.71
H: 1.87 -3.11 3.58
H: -3.98 -1.01 -2.50
H: 5.20 -1.27 -2.26
C: -1.93 -2.71 8.40
C: 1.89 0.06 3.07
O: 6.03 -1.84 3.68
H: -3.62 -2.38 5.88
H: 1.17 -2.56 -3.07
C: 5.25 -0.54 -1.39
H: 0.12 0.33 -5.98
O: 4.19 0.34 -1.49
H: 0.69 3.11 -0.84
H: -0.41 -0.70 -7.36
C: -0.98 2.15 4.05
O: -1.04 -2.11 7.70
C: 0.04 5.08 -1.47
C: 6.52 0.23 -1.27
C: -3.78 -1.58 -3.43
C: -0.65 0.15 -6.69
H: 2.09 -0.76 -6.91
H: -2.45 2.77 6.27
H: 1.90 4.29 -0.77
H: 2.21 0.02 2.07
H: -0.78 2.64 0.89
H: 6.66 0.92 -2.14
H: 0.87 -0.21 2.97
H: -1.37 2.06 -1.75
C: -1.57 -1.81 6.42
H: 4.49 0.64 -5.47
C: -0.79 2.00 1.70
H: -3.13 -2.41 -3.26
H: -1.21 -2.72 -2.18
H: -1.90 -0.77 6.41
C: -3.19 -1.48 2.31
H: -4.43 -0.90 3.90
C: -5.67 -1.12 2.09
H: -2.31 -0.90 2.57
O: -1.16 -1.89 -4.73
C: 2.72 -1.24 -6.12
H: -1.26 1.53 6.50
H: -4.93 3.78 -3.52
O: -1.61 0.93 4.08
C: 2.85 -0.42 -4.76
H: -4.25 0.32 2.60
H: 3.52 -0.86 -4.04
H: 2.42 -0.94 4.72
H: -6.58 -0.60 2.50
O: 3.77 -0.67 0.33
C: 4.98 -1.26 -0.03
H: -0.44 5.09 -0.50
C: -0.29 -1.86 0.65
O: 3.95 -2.75 3.26
O: -3.32 -0.73 -4.45
H: -2.32 1.14 -2.94
O: -0.47 2.67 2.95
C: -1.04 -1.91 -1.47
H: -0.62 4.77 -2.31
H: -2.32 3.59 -3.38
H: 0.38 6.11 -1.61
H: -0.06 -2.95 5.18
H: 6.46 0.84 -0.38
H: 3.69 -1.40 -6.55
H: -3.04 3.84 -1.85
C: 2.70 1.82 -5.85
H: 2.47 2.72 -2.29
H: -1.71 -1.11 -1.70
C: 4.80 -1.78 3.54
H: 0.31 -1.25 5.30
N: 2.07 2.57 -6.49
C: -2.35 1.86 -2.15
H: -0.93 3.17 7.08
N: -3.23 -3.93 3.24
H: -1.10 -1.74 4.39
C: -2.73 -2.80 6.37
N: 0.07 1.72 -3.87
H: -5.13 2.31 -2.63
O: -1.90 -2.90 9.61
C: -0.52 -1.95 5.28
O: -1.89 0.04 -5.94
O: -1.23 -2.29 -0.08
H: 2.46 -2.38 2.04
C: 1.09 3.96 -1.33
C: 0.42 -1.39 -1.48
O: -2.99 -3.06 7.70
H: -3.21 -1.67 1.22
C: 2.59 -2.42 3.14
H: 3.71 1.44 -4.17
H: -4.37 2.24 -4.21
H: -0.70 1.05 -7.34
C: -4.38 -0.76 2.82
H: 1.33 -3.36 -1.42
N: -3.80 0.68 -0.38
C: 0.78 2.42 -3.31
H: 2.00 4.08 -3.34
H: -0.11 1.14 1.46
H: -2.30 -3.66 5.83
C: 2.71 -1.00 3.74
H: 0.51 -0.39 -1.94
C: -2.13 -0.88 -5.05
C: 3.41 0.27 -0.44
O: 4.10 -0.68 3.68
H: 2.27 -2.15 -5.86
H: 7.39 -0.34 -1.09

B.
A cluster of 10 separate species, C38H64N4O18 in total, computed with the ωB97M-V functional and the def2-TZVPD basis.

Orbital gap = 0.381 hartree
Structure (SMILES) = C[C@H]1COC(=O)O1.C[C@H]1COC(=O)O1.C[C@H]1COC(=O)O1.C[C@H]1COC(=O)O1.COC(=O)OC.COC(=O)OC.CCCC#N.CCCC#N.CCCC#N.CCCC#N
HOMO level = -10.346 eV
Net charge = 0

Element x y z (Å)
C: -3.10 4.07 -1.40
O: 2.70 -4.52 -1.22
O: -4.43 -0.87 -5.28
C: -3.40 -1.35 -4.47
H: -2.38 -3.18 -4.96
H: 3.62 1.58 4.22
H: -3.59 6.12 2.34
C: -1.12 0.10 1.60
H: -3.91 0.11 -2.83
C: -0.17 2.83 5.71
C: 1.14 0.82 5.40
H: -0.52 -1.73 -2.13
H: -4.23 -0.97 0.72
C: -0.15 -5.77 1.02
H: 2.50 -5.95 -3.40
H: 4.21 0.36 -3.27
H: 2.47 -3.44 4.06
C: 2.42 1.91 -1.94
H: -3.70 4.92 -1.83
O: 3.77 3.28 1.62
H: -4.63 -1.35 -2.65
C: -1.68 6.87 2.65
C: 3.60 -3.86 -1.99
C: 1.00 -4.97 1.40
C: 4.45 2.13 1.41
H: -3.40 4.15 -0.36
H: -2.29 -1.67 1.38
H: 3.04 -1.52 5.80
H: -0.84 8.12 1.29
C: 0.36 -0.27 1.48
H: -2.47 -0.91 -4.85
H: 0.21 -3.79 3.04
C: 0.40 -3.33 -4.09
O: 1.28 -0.16 -1.95
C: -3.63 2.78 -2.05
H: -2.83 5.67 3.99
H: 3.86 -3.41 0.60
O: 5.14 2.00 0.40
C: -2.31 4.51 2.41
H: 3.13 -0.86 4.03
H: 0.03 -3.83 -4.98
H: 1.89 -5.48 1.14
H: -3.90 -3.40 -4.02
O: -0.81 0.65 -2.19
C: -1.58 4.38 -1.50
H: 1.08 2.37 1.63
H: -1.82 7.74 3.31
H: -3.65 2.84 -3.12
H: -1.08 1.08 1.21
H: -1.21 3.93 -2.43
C: -3.65 -0.93 -2.98
C: 2.91 3.14 2.75
C: 2.58 0.36 -2.00
H: 0.08 -2.32 -4.14
O: 1.08 2.14 5.71
N: -1.06 -6.48 0.75
C: 1.39 3.22 2.29
C: -0.18 -3.84 -2.76
H: 2.90 -2.03 -0.04
H: -2.44 7.74 0.76
C: 1.08 -4.40 2.82
C: -1.98 -4.19 -1.52
C: 2.66 -0.96 4.99
C: -1.56 7.37 1.25
H: -1.39 0.19 2.63
H: 3.22 4.00 3.44
H: 4.20 -6.15 -3.27
H: 1.46 -3.31 -3.98
O: 0.00 0.02 5.22
H: 2.72 0.13 -4.08
H: -3.67 0.32 1.94
C: -2.16 -0.73 0.90
C: -0.21 -2.73 -1.63
O: -6.07 -1.65 -6.67
H: 3.11 0.06 -1.02
H: -0.71 2.63 6.66
O: 4.10 1.15 2.26
H: 1.14 4.10 1.59
H: -1.09 3.88 -0.60
C: -3.51 -0.12 0.95
C: 3.21 1.71 3.19
C: -3.42 -2.83 -4.87
C: -2.67 5.79 2.91
N: -1.89 3.51 2.05
H: -3.02 1.89 -1.80
H: 2.68 2.30 -0.93
H: 2.27 1.25 3.17
H: 1.02 -5.19 3.63
H: -1.28 6.54 0.74
H: 0.83 3.23 3.20
C: -5.00 -1.76 -6.08
O: 1.03 2.06 -2.03
H: 0.49 -4.65 -2.55
H: 1.23 -4.07 0.73
H: 3.67 -5.64 -4.65
H: 3.26 -4.29 2.94
H: 2.59 -2.78 2.51
H: -1.88 -1.03 -0.15
H: 0.84 -2.45 -1.21
H: 1.84 -1.61 4.78
C: 3.48 -5.49 -3.64
H: 2.76 2.45 -2.83
O: -4.15 -2.85 -6.09
O: 3.83 -4.20 -3.25
H: -1.44 5.44 -1.48
C: 0.37 0.86 -1.99
N: -6.00 2.26 -0.96
H: -2.89 -1.22 -2.22
C: -4.94 2.48 -1.39
N: 1.49 -0.46 1.47
H: -0.69 6.59 3.02
C: 2.39 -3.66 3.04
H: -0.78 2.53 4.84
C: 3.31 -0.17 -3.24
O: -3.03 -4.67 -1.08
O: -1.16 -3.44 -0.78
O: -1.51 -4.29 -2.69
C: 3.96 -2.50 -0.15
H: -3.69 0.53 0.05
H: 3.42 -1.29 -3.29
H: 4.49 -1.63 0.33
O: 4.27 -2.77 -1.52
O: 2.36 0.34 5.38
H: -0.01 3.90 5.65

The most stable structure shown above is A; the least stable is B.